Molecular formula: C23H39Br3F16O10P2
Method: DFT, ωB97M-V/def2-TZVPD

Results
* Kohn-Sham gap: 10.24 eV
* highest occupied orbital energy: -10.20 eV
* LUMO energy: 0.0 eV

Element x y z (Å)
C 17.2474 10.5544 -11.7691
C 17.8938 11.5653 -12.7033
O 16.8903 12.2690 -13.4860
P 16.3910 11.6349 -14.8437
O 17.3927 11.3566 -15.8541
O 15.3055 12.6863 -15.2967
C 14.3024 13.2357 -14.4424
C 13.0584 12.3866 -14.3438
O 15.5553 10.3784 -14.3414
C 14.9234 9.5697 -15.3207
C 14.3811 8.2833 -14.7290
H 16.9994 9.6510 -12.3191
H 17.9781 10.2611 -11.0150
H 16.3745 11.0457 -11.3458
H 18.4497 12.3074 -12.1402
H 18.5822 11.1057 -13.4172
H 14.7382 13.5760 -13.5008
H 14.0095 14.1694 -14.9333
H 12.6082 12.2332 -15.3257
H 13.2986 11.4160 -13.9146
H 12.3045 12.9303 -13.7712
H 14.1970 10.1117 -15.9398
H 15.6370 9.3101 -16.1168
H 13.3225 8.3023 -14.4817
H 14.5915 7.4347 -15.3757
H 14.9624 8.1118 -13.8175
C 15.0444 17.4414 -20.4615
C 15.6351 16.7584 -19.2527
O 15.3551 15.3550 -19.3481
P 15.2748 14.3814 -18.0810
O 15.7648 13.0484 -18.3834
O 15.9701 15.1552 -16.8932
C 17.3303 14.8288 -16.5093
C 17.6183 15.5897 -15.2317
O 13.7416 14.4051 -17.6621
C 13.0050 15.6160 -17.4542
C 11.9991 15.4159 -16.3409
H 15.2560 16.8518 -21.3535
H 13.9580 17.4887 -20.3749
H 15.4706 18.4343 -20.5925
H 16.7187 16.9169 -19.2195
H 15.2757 17.1891 -18.3177
H 17.4162 13.7519 -16.3923
H 17.9959 15.1628 -17.3074
H 18.3834 15.1013 -14.6293
H 17.9237 16.6239 -15.4128
H 16.7177 15.7026 -14.6229
H 13.6583 16.4464 -17.1882
H 12.4883 15.8451 -18.3876
H 11.1621 16.1035 -16.5054
H 11.6129 14.4052 -16.2523
H 12.3915 15.7476 -15.3765
C 23.7808 12.3652 -11.7465
C 22.3992 11.7617 -11.7102
C 22.3069 10.4379 -12.4858
F 23.0089 9.5052 -11.8067
F 21.0143 10.0401 -12.5650
F 22.1803 11.4688 -10.3864
F 21.4530 12.6312 -12.0986
O 24.2018 12.4256 -13.1087
C 25.2956 13.1441 -13.3837
C 25.6862 12.9145 -14.8340
F 26.8735 13.4970 -15.0580
F 25.7903 11.5879 -15.0822
F 25.0599 14.4730 -13.2155
F 26.3029 12.8338 -12.5389
H 24.4605 11.7456 -11.1577
H 23.8528 13.3648 -11.3118
H 22.6933 10.5484 -13.5014
H 24.9323 13.3036 -15.5198
C 16.4217 15.0573 -3.6413
C 16.3932 15.6959 -2.2598
C 16.9993 17.0903 -2.2451
F 16.2401 17.8781 -3.0487
F 17.0063 17.5921 -0.9990
F 15.1408 15.7065 -1.7773
F 17.1120 14.9035 -1.4167
O 17.7428 14.6838 -3.9626
C 18.1570 14.9911 -5.1925
C 19.5027 14.3353 -5.4257
F 19.4612 13.0141 -5.2951
F 19.9354 14.6494 -6.6727
F 17.2621 14.6354 -6.1459
F 18.2613 16.3334 -5.3562
H 15.9280 15.6850 -4.3821
H 15.7689 14.1794 -3.5787
H 18.0178 17.0914 -2.6353
H 20.2142 14.7959 -4.7303
C 19.0353 14.6735 -10.4712
Br 18.9220 13.2259 -9.1913
Br 19.4899 16.3233 -9.5824
Br 17.4413 14.8219 -11.5160
H 19.8461 14.4170 -11.1365

***

Molecular formula: C26H58NO12S
Method: DFT, ωB97M-V/def2-TZVPD

Results
* total charge: +1
* energy relative to the best compared isomer or geometry (same formula, charge and spin): 127.8 kcal/mol
* Kohn-Sham gap: 4.56 eV
* highest occupied orbital energy: -9.90 eV
* LUMO energy: -5.3 eV

Element x y z (Å)
O -4.2807 -4.6994 5.9057
S -4.0755 -5.1534 4.4411
O -2.6094 -5.6773 4.2146
O -4.2432 -3.8148 3.3439
C -5.2931 -6.5242 3.9010
C -6.2369 -6.9076 5.1809
C -7.6073 -7.7292 4.8321
C -8.2229 -7.4887 3.3385
C -8.8702 -6.0161 3.0573
C -10.4785 -6.2881 3.3808
N -10.7887 -5.7556 4.6100
C -9.6729 -5.0369 5.3346
C -8.6356 -4.7722 4.0935
H -5.1383 -3.3670 3.5464
H -5.8517 -6.0784 2.9750
H -4.6018 -7.4098 3.5375
H -5.5620 -7.5176 5.9462
H -6.5753 -5.9363 5.7867
H -7.3322 -8.8891 4.9001
H -8.4357 -7.5719 5.6775
H -9.0829 -8.3034 3.1926
H -7.4014 -7.7684 2.5271
H -8.5787 -5.6510 1.9813
H -11.1573 -6.8612 2.6127
H -11.7386 -5.8188 5.0396
H -9.0938 -5.5610 6.2057
H -10.0731 -3.9555 5.5820
H -7.5180 -4.5021 4.3649
H -8.9838 -3.8321 3.4856
C -0.3361 -3.3419 2.6915
O -0.8686 -2.1557 2.1221
C -1.2765 -1.2134 3.1139
C -1.3018 0.2011 2.5306
O -0.0012 0.7981 2.4430
C 0.8565 0.2786 1.4176
C 0.4330 0.7033 0.0096
O -0.6480 -0.1078 -0.4509
C -1.4229 0.5420 -1.4457
H -1.0905 -3.8467 3.2996
H -0.0293 -4.0039 1.8787
H 0.5467 -3.1096 3.2962
H -0.5915 -1.2379 3.9712
H -2.2811 -1.4952 3.4442
H -1.8671 0.8380 3.2213
H -1.8192 0.2377 1.5690
H 0.9652 -0.8039 1.5061
H 1.8424 0.7122 1.6188
H 1.2683 0.5613 -0.6846
H 0.1451 1.7621 0.0186
H -1.8641 1.4600 -1.0434
H -2.2361 -0.1279 -1.7390
H -0.8099 0.7664 -2.3203
C 8.3407 3.5011 -0.9469
O 7.0671 3.9726 -0.5336
C 6.1474 4.0747 -1.6206
C 4.7060 4.0247 -1.1092
O 4.2608 2.6958 -0.8071
C 4.8118 2.1073 0.3790
C 4.2535 2.7179 1.6665
O 4.9023 3.9573 1.9517
C 4.1055 4.8088 2.7594
H 8.7908 4.1927 -1.6631
H 8.9818 3.4304 -0.0655
H 8.2513 2.5025 -1.3870
H 6.3053 3.2565 -2.3350
H 6.3299 5.0318 -2.1191
H 4.0518 4.3728 -1.9175
H 4.5492 4.6965 -0.2619
H 5.9031 2.1221 0.3556
H 4.5099 1.0545 0.3461
H 4.4485 2.0445 2.5080
H 3.1710 2.8635 1.5620
H 3.1692 5.0517 2.2460
H 4.6562 5.7392 2.9242
H 3.9001 4.3382 3.7224
C 3.0086 6.5093 -8.7930
O 4.0268 5.6742 -8.2629
C 5.0587 6.4199 -7.6171
C 5.8005 5.5431 -6.6059
O 5.0903 5.3830 -5.3708
C 3.9371 4.5316 -5.4195
C 4.2917 3.0484 -5.5488
O 4.6133 2.7298 -6.9029
C 5.4464 1.5861 -7.0036
H 3.4199 7.1801 -9.5510
H 2.2486 5.8730 -9.2519
H 2.5349 7.0857 -7.9916
H 4.6362 7.2901 -7.0986
H 5.7536 6.7609 -8.3908
H 6.7330 6.0548 -6.3397
H 6.0790 4.5756 -7.0303
H 3.2395 4.8573 -6.1934
H 3.4313 4.6753 -4.4582
H 3.4283 2.4374 -5.2644
H 5.1348 2.8155 -4.8863
H 6.3949 1.7607 -6.4849
H 5.6625 1.4111 -8.0613
H 4.9430 0.7102 -6.5906

***

Molecular formula: C13H18AsCl2MnN2OS
Method: DFT, ωB97M-V/def2-TZVPD

Results
* total charge: +1
* energy relative to the best compared isomer or geometry (same formula, charge and spin): 0.0 kcal/mol
* Kohn-Sham gap (alpha / beta): 7.84 / 8.04 eV
* spin multiplicity: 2
* highest occupied orbital energy (alpha / beta): -10.62 / -10.55 eV
* LUMO energy (alpha / beta): -2.8 / -2.5 eV

Element x y z (Å)
Mn 0.7555 -0.3624 -0.3269
O 1.8293 0.9185 0.4727
C 1.7829 2.2447 0.3957
C 2.9138 2.9729 0.7832
C 2.9347 4.3476 0.7110
C 1.8309 5.0577 0.2292
C 0.7097 4.3563 -0.1408
C 0.6605 2.9548 -0.0431
C -0.5701 2.2536 -0.3600
N -0.7233 0.9823 -0.7230
C -2.0814 0.7727 -0.9238
C -2.7519 1.9163 -0.6806
N -1.7880 2.8390 -0.3282
H 3.7695 2.4156 1.1432
H 3.8237 4.8832 1.0215
H 1.8609 6.1352 0.1378
H -0.1366 4.8967 -0.5510
H -2.4718 -0.1721 -1.2609
H -3.7995 2.1578 -0.7272
H -1.9529 3.7901 -0.0451
Cl 2.3463 -1.0590 -1.9244
C 3.8254 -1.3252 -0.9095
Cl 3.9105 -2.9501 -0.2777
H 3.7728 -0.6042 -0.1051
H 4.6640 -1.1456 -1.5680
C -2.9030 -2.3871 1.3521
As -1.3583 -3.1680 0.5438
C -1.2690 -4.9816 1.1316
C -1.6441 -3.2133 -1.3446
S 0.4232 -2.1863 1.1415
H -3.7640 -3.0358 1.1989
H -3.0815 -1.4078 0.9164
H -2.6940 -2.2777 2.4128
H -2.2184 -5.4748 0.9345
H -1.0567 -4.9840 2.1977
H -0.4635 -5.4798 0.5995
H -2.4885 -3.8671 -1.5543
H -0.7453 -3.6015 -1.8155
H -1.8520 -2.2115 -1.7132

***

Molecular formula: CHF2NS
Method: DFT, ωB97M-V/def2-TZVPD

Results
* energy relative to the best compared isomer or geometry (same formula, charge and spin): 34.3 kcal/mol
* Kohn-Sham gap: 9.89 eV
* highest occupied orbital energy: -10.74 eV
* LUMO energy: -0.8 eV

Element x y z (Å)
C -0.8536 1.8081 0.2088
N -0.2086 -1.3154 0.1631
F 0.8163 -1.5440 1.0160
F 0.3416 -1.4818 -1.0247
S 0.0872 2.7745 -0.5407
H -0.1830 -0.2414 0.1775